(1)
Entry from the Open Molecules 2025 dataset: a structure of composition C24H46As7F42N6O4 (ωB97M-V with the def2-TZVPD basis set).

Geometry (Å):
H  -2.34305  -2.63273  -3.96135
H  1.94413  4.84932  2.15457
C  -0.70255  3.95748  -8.70991
O  0.86161  -2.85548  4.56728
As  0.36104  1.49282  4.06279
F  5.36996  2.26848  2.17762
F  -2.05537  -3.72676  0.58598
H  0.90262  2.61065  -7.18668
C  1.90792  -0.46164  -1.45202
H  -1.04781  -1.73726  1.23705
H  2.95485  -0.20084  -1.58235
N  2.19184  -4.81564  4.76412
C  -2.08108  -0.68855  -4.72844
H  -3.66789  2.63442  -5.44515
F  0.82673  -1.35378  -4.28133
F  6.47401  0.18265  1.64758
H  -1.92455  2.16525  0.54440
F  -4.19934  -0.35788  0.63083
F  5.57119  -3.91751  1.31061
C  -5.84950  1.77643  1.71055
H  5.20853  4.81194  4.95422
O  -4.30921  1.67874  -0.04835
H  1.67952  1.04978  -0.03623
C  -0.13550  2.51491  -6.89796
F  3.86319  -3.32243  3.02099
F  1.22818  2.70857  -0.78624
As  -4.59047  -0.72737  2.30169
H  1.76107  -1.53394  -1.55298
C  -2.16027  2.84751  1.35544
C  -2.68359  0.11521  -2.08433
C  -2.32533  3.44801  -6.91632
C  0.02835  -1.61381  1.10428
F  1.30808  0.93758  2.64988
H  2.18474  -4.03897  6.69567
H  1.03150  -5.44185  6.41268
H  -6.32209  0.81658  1.50941
H  -5.84862  1.87996  2.79606
H  2.20994  -5.71642  4.28914
F  0.23076  5.06005  -1.21526
H  2.14105  -0.34084  0.69042
F  -0.28260  -3.52138  -4.88115
F  -6.32354  -0.63938  2.00952
F  4.88637  -0.15812  -0.35063
H  -0.58358  -5.39900  4.67872
H  2.41780  4.64950  0.50146
C  -2.65921  2.65105  -5.83442
H  -2.42146  3.84571  1.01819
H  -3.70046  2.64766  2.79639
As  5.21561  1.09842  0.82962
H  -4.27392  -2.07827  -1.35820
F  -4.33136  -4.64559  -0.04582
F  0.36229  3.08555  3.32648
F  -3.57703  -6.87737  0.65094
H  0.28486  -2.47050  0.47597
H  -1.54206  4.52578  -9.10832
H  -6.48841  2.55497  1.29123
H  -2.60949  -1.89693  -0.63005
C  4.34863  4.49769  4.36453
H  1.22911  0.06668  -2.11592
F  2.05308  -4.12397  1.44539
H  2.82398  -5.71417  6.59546
H  -3.00087  1.16182  2.39230
F  -3.27002  -4.99930  2.16927
N  -1.09103  3.25622  -7.48214
F  -0.69547  2.15310  5.27259
F  -1.15497  3.01416  -1.61686
As  0.47183  3.57998  -2.13938
H  2.55108  3.30238  1.61626
O  -0.76166  0.39253  0.13045
F  -1.28704  -6.03224  1.11212
F  1.82211  2.00886  4.97720
C  -0.13401  -4.86549  3.83755
F  3.97859  -5.60267  2.15981
C  -1.74993  1.72123  -5.35263
As  3.81051  -4.02356  1.40393
H  0.47962  -1.65366  2.09452
H  -1.77713  -0.99249  -5.71859
F  0.53011  -0.05673  4.83790
C  -2.32167  1.05021  -3.05607
F  -4.55321  -2.45451  1.88568
N  1.57188  0.03068  -0.08238
C  -3.20174  -2.15075  -1.50746
H  -3.05688  3.95816  -7.52309
H  0.26562  -5.61882  3.15046
H  3.68470  6.20108  3.41210
O  4.92938  4.88472  0.98034
F  2.04316  4.19941  -2.55373
C  0.95653  -4.00821  4.34599
C  -2.04365  0.66677  -4.35035
C  0.18492  -0.29078  0.38875
F  3.98729  0.32687  1.81606
F  -2.26400  -5.57527  -1.13477
H  -0.60659  3.19566  -9.48470
F  -0.20067  4.30615  -3.61338
F  0.59221  2.05852  -3.10146
H  -2.33456  2.11519  -2.86871
H  3.10099  -4.36681  4.61181
H  4.56470  3.47861  4.04515
F  -2.84212  -0.76187  2.64923
H  -1.41798  2.86047  2.13732
F  -4.96157  -1.10042  3.99868
H  -0.89768  -4.39424  3.22093
C  2.03038  -5.03639  6.29596
F  -1.07023  0.84108  3.29246
N  4.32408  5.43866  3.18255
H  -2.88297  -3.15963  -1.75885
H  5.14826  6.00730  2.96737
N  -2.68518  -1.16854  -2.47786
F  2.87889  -2.45548  -3.81225
F  1.79528  -2.97283  -6.02200
F  1.88105  -4.72574  -4.29365
F  6.52281  1.71901  -0.19509
As  1.34339  -3.06437  -4.32001
F  -4.56361  1.00926  2.72496
H  0.22392  0.95809  -5.39250
H  3.43463  4.53505  4.94793
H  -2.90966  0.40797  -1.06993
F  3.69992  -2.39986  0.75205
C  4.10629  4.76224  1.82535
C  2.69743  4.38029  1.51807
N  -3.30958  2.08157  2.04687
C  -4.49097  1.87550  1.10815
F  3.81832  -4.75734  -0.20420
F  0.68025  -3.20351  -2.66281
As  -2.79666  -5.31876  0.49992
C  -0.41033  1.74242  -5.78803
F  3.97669  2.12380  0.08706
H  0.18086  4.56427  -8.54295
C  -2.34734  -1.57995  -3.71701

Output
Total charge = -1
Gap between HOMO and LUMO = 8.08 eV
E_tot = -21417.0391 a.u.
E_LUMO = -0.72 eV

(2)
Entry from the Open Molecules 2025 dataset: a structure of composition C24H46BrClO13Si2 (ωB97M-V with the def2-TZVPD basis set).

Geometry (Å):
C  -0.78873  -3.93551  -4.21222
C  1.50725  3.98496  6.39180
C  -2.10864  -1.88769  -8.99663
H  1.91789  5.99334  5.76461
Si  0.96225  2.14144  3.63771
H  -0.74622  -0.13982  -2.25965
O  -0.90221  -2.88626  -3.24030
H  -5.93220  -4.02619  -7.50801
H  -1.06448  -1.07528  -6.16151
O  -2.03161  -2.11394  -7.66332
H  1.58031  0.79095  0.83253
H  0.95397  7.08097  7.90221
H  -0.65212  3.85860  6.29518
Br  -2.38727  3.52145  2.67964
H  -0.04703  -2.18879  -7.11643
O  -2.33861  -4.45584  -2.60261
H  -1.16413  -0.83162  -0.07640
H  -1.95666  0.39003  0.90712
O  -2.24944  -5.95932  -6.78773
H  3.53210  -0.10879  4.50248
H  2.38347  -3.98928  2.19696
H  -1.14244  0.53986  -7.97782
O  -3.46596  -5.73662  -8.66651
H  -1.42765  4.29578  0.55218
H  2.82513  -2.97102  3.57977
H  0.38971  -2.31484  1.34014
C  0.25456  4.46264  1.90996
H  -4.51539  -3.17030  -8.18354
H  -4.74434  -4.76994  -9.96906
C  -1.73924  -3.30465  -2.25809
H  2.70590  5.54437  7.26598
C  -0.85940  -1.46119  -7.15647
C  -3.17659  -5.49422  -7.37780
H  -2.89417  -4.33592  -4.58757
H  0.68858  4.99677  1.05906
C  -2.06634  -4.71660  -3.99388
H  3.91514  2.38875  7.30112
H  -0.04848  1.49298  -2.46671
H  -0.05902  5.23701  2.61084
C  -4.75508  -5.18115  -8.96443
H  3.05915  -1.01109  2.09306
H  2.84326  -0.14109  6.88388
H  2.33453  3.58705  5.79762
H  -5.49475  -5.97972  -8.88954
H  1.79201  -0.29428  4.74115
O  -2.88100  -2.42497  -9.72448
H  2.69253  -1.98975  0.69284
C  1.77137  5.45710  6.70864
H  1.98802  3.19823  1.71867
H  0.43434  -0.18149  -8.39007
O  -0.88181  1.16230  -0.65328
O  -1.90982  -2.71738  -1.23579
H  0.80184  0.27493  -1.49468
H  -0.73436  2.74363  0.99897
O  0.07792  0.96552  2.90822
C  0.20535  3.79598  5.62363
C  1.35933  3.58148  2.52666
H  0.10577  -4.52046  -3.99365
O  -1.19713  -0.97184  -9.37540
H  0.31016  5.49389  8.32156
O  2.44865  1.54293  4.01965
H  2.02429  4.21670  3.12424
H  1.46830  3.41740  7.32662
C  -4.91650  -4.13387  -7.87728
H  4.40125  2.10305  5.63242
C  -0.96941  3.73910  1.36359
C  -0.61502  -0.38787  -8.20283
O  0.11961  2.53187  4.98201
H  1.91776  1.32783  6.64913
C  -1.03583  0.16370  0.36415
H  4.89175  0.98664  6.90854
H  -1.96606  -5.78191  -4.16074
C  2.47290  -1.86991  1.75563
H  0.69164  -1.83722  3.00172
C  2.93269  -3.10206  2.50466
H  -0.22956  6.30905  6.85707
C  4.07445  1.61392  6.55063
C  2.80400  0.78916  6.30952
H  -0.71405  -3.50440  -5.20554
H  0.08350  4.60293  4.89161
C  0.63938  6.12181  7.49005
C  2.62918  0.40231  4.85297
C  -0.18665  0.66542  -1.77188
C  0.97008  -1.62848  1.96458
Cl  4.66944  -3.44785  2.20838
Si  0.44852  0.12491  1.53008
O  -4.08381  -4.65833  -6.82960

Output
Gap between HOMO and LUMO = 9.20 eV
E_tot = -5533.6321 a.u.
E_LUMO = 0.22 eV

(3)
Entry from the Open Molecules 2025 dataset: a structure of composition C24H46Cl2N3O4SiV (ωB97M-V with the def2-TZVPD basis set).

Geometry (Å):
C  1.21313  0.89186  -1.97814
C  0.94868  -3.18595  0.78168
C  -0.45044  4.13073  -4.50765
O  -1.05045  0.13248  -2.62943
H  -1.82657  -2.75513  -1.38001
H  -1.16720  -2.26144  5.72148
H  -0.28394  1.93917  -0.85817
H  1.77742  0.89483  3.92608
Cl  -2.20926  -2.90369  1.82377
C  2.81244  -0.68934  2.24302
H  0.78821  1.41682  -6.15490
N  -0.85468  -3.93848  4.56759
H  2.83974  -0.22368  -2.78167
C  -1.03499  4.00126  0.94438
H  -3.19843  1.43761  1.36975
O  0.28050  -2.01270  4.04165
H  -2.89435  -0.40022  -5.43512
C  -1.20240  -5.29991  4.21611
H  0.08973  2.39910  2.61516
H  -1.13846  -5.93076  5.10376
C  2.56316  0.51230  -2.02565
H  -3.39806  0.42125  -1.28793
C  -1.72098  -3.17908  5.47012
H  3.80656  2.48191  0.44308
H  1.37732  2.99088  0.71802
H  -0.27549  3.10955  -2.55501
H  0.65464  -0.30568  -3.68777
C  -2.41119  -1.20743  -4.86192
H  1.76430  -3.70047  1.28588
H  5.27277  -0.87611  2.83632
H  1.34646  -2.68935  -0.10503
H  -0.71358  2.20556  -6.03506
C  -3.60533  -0.45402  -1.91552
H  0.17607  -3.89849  0.45962
H  -0.49880  -5.66182  3.45478
H  -0.64250  -2.86669  -2.68294
C  -0.84967  1.92831  2.25472
H  -1.94520  -3.78202  6.36242
C  -0.13331  1.40776  -5.56616
H  4.56541  0.84388  -1.28810
C  4.93882  0.15300  3.01578
C  0.01233  -3.24823  3.82387
C  0.22084  0.54527  -3.13052
H  -1.43809  -1.43440  -5.32764
C  0.03426  1.70812  -4.10825
N  -1.53002  2.70319  1.36681
C  -2.79407  2.27860  0.78672
H  -3.01087  -2.12369  -5.02224
H  3.34385  1.68081  4.43289
Cl  -0.36934  -0.55738  0.44101
H  -4.52200  -0.22699  -2.47831
O  1.57227  -0.59399  2.18412
C  2.75571  1.27859  3.59541
H  5.30250  0.48894  3.99087
H  -0.13065  4.25207  1.50794
H  5.37566  0.78656  2.23121
O  -1.19287  0.80639  2.65611
C  3.06386  1.98370  -0.18386
V  -0.12163  -1.83239  2.03921
H  -2.32909  -3.34178  -3.02510
H  -1.80520  4.76410  1.10698
H  -3.87939  -1.25543  -1.21172
H  -3.48184  3.13637  0.78771
H  0.05101  4.16930  -5.49298
C  0.77641  1.69937  -0.92921
H  -2.20713  -5.38155  3.79830
H  -1.52527  4.19700  -4.69195
Si  -2.20152  -0.88758  -3.06964
C  -1.69233  -2.62024  -2.46560
H  -2.66126  -2.90535  4.95893
H  0.52278  -3.76462  2.97758
H  -0.80689  3.98308  -0.12737
H  2.57981  2.06641  2.83987
H  3.37038  -1.42289  1.64557
H  -2.64529  1.99163  -0.26953
H  -0.21893  5.05353  -3.95524
C  -0.19124  2.94669  -3.62787
C  3.50704  1.09163  -1.16746
N  3.49765  0.17813  2.99119
H  -0.64456  0.46196  -5.76012
C  1.70303  2.26926  -0.03664

Output
Energy relative to the best compared isomer or geometry (same formula, charge and spin) = 0.0 kJ/mol
Gap between HOMO and LUMO (alpha / beta) = 7.54 / 8.40 eV
E_tot = -3561.2540 a.u.
Multiplicity = 3
E_LUMO (alpha / beta) = 0.29 / 0.42 eV
⟨S²⟩ = 2.022